Entry 1:
C30H38N4O2V | wB97M-V/def2-TZVPD

Cartesian coordinates (Å):
1 V 0.203 0.270 0.360
2 O 2.068 -0.246 3.837
3 C 1.882 -0.026 2.675
4 O 0.743 -0.247 2.037
5 C 2.911 0.563 1.747
6 C 4.241 0.680 2.107
7 C 5.122 1.224 1.185
8 C 4.632 1.634 -0.047
9 C 3.281 1.490 -0.313
10 N 2.430 0.962 0.566
11 H 4.548 0.348 3.089
12 H 6.171 1.333 1.421
13 H 5.284 2.066 -0.793
14 H 2.860 1.820 -1.254
15 C 1.695 -2.440 -2.107
16 C 1.364 -2.413 -0.617
17 C 2.544 -2.893 0.234
18 C 0.085 -3.161 -0.293
19 C 0.119 -4.547 -0.374
20 C -0.978 -5.309 -0.015
21 C -2.088 -4.683 0.515
22 C -2.180 -3.296 0.625
23 C -3.364 -2.782 1.450
24 C -4.678 -2.612 0.680
25 C -3.074 -1.584 2.357
26 C -1.114 -2.542 0.098
27 N -1.213 -1.127 0.002
28 C -2.303 -0.559 -0.425
29 C -2.413 0.843 -0.312
30 C -3.440 1.740 -0.575
31 C -2.998 2.989 -0.125
32 C -1.714 2.818 0.393
33 N -1.353 1.515 0.294
34 C -0.778 3.849 0.973
35 C -0.252 3.377 2.333
36 C -1.508 5.180 1.155
37 C 0.396 4.055 0.007
38 H 2.577 -1.832 -2.321
39 H 0.856 -2.087 -2.709
40 H 1.913 -3.462 -2.420
41 H 1.266 -1.353 -0.331
42 H 2.795 -3.930 0.013
43 H 2.311 -2.824 1.297
44 H 3.429 -2.288 0.023
45 H 1.021 -5.042 -0.712
46 H -0.941 -6.387 -0.084
47 H -2.904 -5.285 0.899
48 H -3.534 -3.616 2.136
49 H -4.762 -1.627 0.216
50 H -5.523 -2.703 1.363
51 H -4.794 -3.370 -0.096
52 H -3.145 -0.622 1.850
53 H -2.086 -1.654 2.815
54 H -3.813 -1.566 3.159
55 H -3.109 -1.157 -0.837
56 H -4.396 1.505 -1.016
57 H -3.548 3.914 -0.152
58 H -1.068 3.212 3.037
59 H 0.418 4.129 2.754
60 H 0.306 2.442 2.255
61 H -2.373 5.070 1.810
62 H -1.847 5.585 0.200
63 H -0.836 5.911 1.606
64 H 0.962 3.131 -0.130
65 H 1.083 4.807 0.401
66 H 0.046 4.392 -0.971
67 C 2.228 0.843 -4.698
68 C 0.803 1.109 -4.211
69 C 0.662 0.867 -2.783
70 N 0.566 0.667 -1.661
71 H 2.269 1.004 -5.773
72 H 2.525 -0.184 -4.494
73 H 2.939 1.518 -4.225
74 H 0.079 0.461 -4.710
75 H 0.491 2.140 -4.392

Summary:
Highest occupied orbital energy (spin up / spin down), eV: -10.433 / -10.529
HOMO-LUMO gap (spin up / spin down), eV: 6.8 / 7.3
2S+1: 3
<S²>: 2.013
Strongest force on any atom, eV Å⁻¹: 0.713
Total charge: +1

Entry 2:
C6H12ClN2 | wB97M-V/def2-TZVPD

Cartesian coordinates (Å):
1 C 0.472 0.480 2.007
2 C -0.415 1.316 2.856
3 C 1.501 1.145 1.108
4 C -1.256 -0.217 -2.644
5 C 0.702 -1.741 -1.776
6 C -0.568 -0.857 -1.513
7 N -0.808 -0.660 -0.282
8 N -1.021 -0.600 0.862
9 Cl 0.976 -1.088 2.539
10 H 0.284 2.197 3.023
11 H -1.003 0.716 3.564
12 H -1.050 1.910 2.266
13 H 0.968 1.526 0.241
14 H 2.139 0.464 0.708
15 H 2.048 1.970 1.469
16 H -1.735 -1.074 -3.079
17 H -0.459 0.075 -3.405
18 H -2.054 0.492 -2.370
19 H 1.559 -1.012 -1.600
20 H 0.644 -2.164 -2.835
21 H 0.759 -2.592 -1.161

Summary:
Highest occupied orbital energy (spin up / spin down), eV: -12.809 / -12.808
HOMO-LUMO gap (spin up / spin down), eV: 7.8 / 7.8
Strongest force on any atom, eV Å⁻¹: 3.365
Total charge: +1

Entry 3:
C6H12N2 | wB97M-V/def2-TZVPD

Cartesian coordinates (Å):
1 C 0.580 -1.629 1.381
2 C 1.218 -1.144 0.071
3 C 0.875 -1.707 -1.310
4 N 1.550 -0.890 -2.202
5 C 2.251 0.026 -1.374
6 N 2.054 -0.029 -0.031
7 H -0.587 -1.414 1.299
8 H 0.928 -1.127 2.335
9 H 0.880 -2.733 1.449
10 H 0.309 -2.583 -1.313
11 H 1.871 -0.989 -3.128
12 H 2.730 0.809 -1.799
13 C -1.124 1.693 0.523
14 C -2.593 1.588 0.635
15 H -0.605 2.705 0.599
16 H -0.702 1.120 1.329
17 H -0.728 1.251 -0.409
18 H -2.897 2.237 1.483
19 H -2.946 2.124 -0.254
20 H -3.064 0.693 0.714

Summary:
SMILES: Cc1c[nH]cn1.CC
Highest occupied orbital energy, eV: -8.030
HOMO-LUMO gap, eV: 8.9
Strongest force on any atom, eV Å⁻¹: 6.448
Total charge: 0

Entry 4:
C32H37IrN5OSSb | wB97M-V/def2-TZVPD

Cartesian coordinates (Å):
1 Ir 0.148 -0.331 -0.549
2 S -6.653 0.514 -3.650
3 N -6.196 -0.185 -2.273
4 C -4.882 -0.039 -2.187
5 C -4.057 -0.521 -1.096
6 C -4.559 -1.200 0.012
7 C -3.673 -1.593 0.993
8 C -2.320 -1.312 0.863
9 N -1.820 -0.669 -0.201
10 C -2.683 -0.278 -1.176
11 C -2.102 0.448 -2.310
12 N -0.758 0.650 -2.284
13 C -0.190 1.324 -3.281
14 C -0.921 1.819 -4.353
15 C -2.285 1.619 -4.396
16 C -2.900 0.921 -3.358
17 C -4.324 0.658 -3.285
18 N -5.222 1.027 -4.186
19 H -5.619 -1.396 0.084
20 H -4.011 -2.126 1.871
21 H -1.600 -1.601 1.614
22 H 0.880 1.469 -3.191
23 H -0.414 2.367 -5.135
24 H -2.888 1.995 -5.212
25 C -0.801 0.944 4.423
26 C 0.510 1.364 3.769
27 C 1.669 0.548 4.331
28 Sb 0.452 1.338 1.594
29 C 2.348 2.363 1.353
30 C 2.446 3.247 0.117
31 C 3.467 1.322 1.305
32 C -1.073 2.865 1.353
33 C -1.023 3.603 0.020
34 C -2.458 2.227 1.496
35 H -0.699 0.979 5.510
36 H -1.071 -0.081 4.158
37 H -1.631 1.597 4.160
38 H 0.689 2.425 3.969
39 H 1.574 -0.510 4.079
40 H 1.675 0.620 5.422
41 H 2.639 0.898 3.982
42 H 2.454 2.979 2.251
43 H 2.221 2.682 -0.792
44 H 3.467 3.626 0.016
45 H 1.787 4.110 0.161
46 H 3.404 0.778 0.363
47 H 3.434 0.597 2.119
48 H 4.440 1.817 1.344
49 H -0.908 3.572 2.170
50 H -1.017 2.899 -0.818
51 H -0.154 4.247 -0.083
52 H -1.910 4.232 -0.088
53 H -2.697 1.647 0.603
54 H -3.222 3.004 1.584
55 H -2.564 1.564 2.353
56 C 1.500 -4.655 1.205
57 C 1.706 -3.541 2.007
58 C 1.302 -2.284 1.575
59 C 0.686 -2.078 0.328
60 C 0.471 -3.232 -0.443
61 C 0.873 -4.494 -0.020
62 H 1.805 -5.638 1.541
63 H 2.181 -3.652 2.974
64 H 1.480 -1.428 2.218
65 H -0.027 -3.145 -1.407
66 H 0.689 -5.356 -0.649
67 O 2.095 -0.026 -1.343
68 N 2.684 -1.174 -1.716
69 C 3.498 -1.797 -0.851
70 C 4.101 -2.984 -1.207
71 C 3.862 -3.519 -2.462
72 C 3.022 -2.847 -3.339
73 C 2.434 -1.669 -2.938
74 H 3.613 -1.307 0.102
75 H 4.741 -3.475 -0.491
76 H 4.320 -4.453 -2.754
77 H 2.811 -3.227 -4.328
78 H 1.756 -1.081 -3.537

Summary:
Highest occupied orbital energy (spin up / spin down), eV: -8.949 / -10.357
HOMO-LUMO gap (spin up / spin down), eV: 5.7 / 7.0
2S+1: 2
<S²>: 0.757
Strongest force on any atom, eV Å⁻¹: 0.783
Total charge: +1

What did the second record say?
C6H12ClN2 | wB97M-V/def2-TZVPD

Cartesian coordinates (Å):
1 C 0.472 0.480 2.007
2 C -0.415 1.316 2.856
3 C 1.501 1.145 1.108
4 C -1.256 -0.217 -2.644
5 C 0.702 -1.741 -1.776
6 C -0.568 -0.857 -1.513
7 N -0.808 -0.660 -0.282
8 N -1.021 -0.600 0.862
9 Cl 0.976 -1.088 2.539
10 H 0.284 2.197 3.023
11 H -1.003 0.716 3.564
12 H -1.050 1.910 2.266
13 H 0.968 1.526 0.241
14 H 2.139 0.464 0.708
15 H 2.048 1.970 1.469
16 H -1.735 -1.074 -3.079
17 H -0.459 0.075 -3.405
18 H -2.054 0.492 -2.370
19 H 1.559 -1.012 -1.600
20 H 0.644 -2.164 -2.835
21 H 0.759 -2.592 -1.161

Summary:
Highest occupied orbital energy (spin up / spin down), eV: -12.809 / -12.808
HOMO-LUMO gap (spin up / spin down), eV: 7.8 / 7.8
Strongest force on any atom, eV Å⁻¹: 3.365
Total charge: +1

Which formula does entry 3 have?
C6H12N2

Which of these has the lowest strongest force on any atom?
C30H38N4O2V